--- 1 ---
Here is a cluster of 14 separate species, C5H35NO13 in total from the Open Molecules 2025 dataset. Energies are from wB97M-V/def2-TZVPD.

Bonds (Å) are listed after each position.
Positions of all 54 atoms, in Å:
1 C -0.55 1.11 0.70  C2 1.338, C4 1.479, H7 1.074
2 C -1.45 0.83 1.65  C1 1.338, N3 1.397, H8 1.078
3 N -2.63 1.59 1.76  C2 1.397, H9 0.967, H10 1.019
4 C 0.76 0.43 0.58  C1 1.479, C5 1.520, H11 1.109, H12 1.138
5 C 0.83 -0.42 -0.68  C4 1.520, C6 1.346, H13 1.068
6 C 2.00 -0.95 -1.09  C5 1.346, H14 1.131, H15 1.070
7 H -0.73 1.89 -0.02  C1 1.074
8 H -1.29 0.05 2.37  C2 1.078
9 H -3.36 1.16 2.23  N3 0.967
10 H -2.97 1.97 0.88  N3 1.019
11 H 1.04 -0.17 1.47  C4 1.109
12 H 1.61 1.18 0.51  C4 1.138
13 H -0.10 -0.50 -1.19  C5 1.068
14 H 2.10 -1.60 -2.01  C6 1.131
15 H 2.93 -0.80 -0.58  C6 1.070
16 H 2.23 -1.66 1.58  O18 1.007
17 H 2.25 -3.19 1.73  O18 0.959
18 O 1.67 -2.49 1.43  H16 1.007, H17 0.959
19 H -0.37 2.64 2.75  O21 0.976
20 H 0.01 1.60 3.85  O21 0.993
21 O 0.29 2.47 3.45  H19 0.976, H20 0.993
22 H 3.05 0.53 1.99  O24 1.027
23 H 3.97 -0.56 2.63  O24 0.969
24 O 3.32 -0.45 1.92  H22 1.027, H23 0.969
25 H -3.48 -1.58 -2.82  O27 0.945
26 H -2.77 -1.47 -1.45  O27 0.985
27 O -2.71 -1.24 -2.40  H25 0.945, H26 0.985
28 H -1.83 1.57 -1.65  O30 1.008
29 H -2.76 0.38 -1.92  O30 1.036
30 O -2.73 1.24 -1.33  H28 1.008, H29 1.036
31 H 0.03 -2.22 1.81  O33 0.988
32 H -1.17 -2.99 2.43  O33 0.911
33 O -0.94 -2.24 1.97  H31 0.988, H32 0.911
34 H -0.59 2.80 -2.90  O36 0.936
35 H -0.02 1.43 -2.68  O36 0.964
36 O -0.38 2.19 -2.22  H34 0.936, H35 0.964
37 H 2.04 3.71 -1.21  O39 0.960
38 H 0.80 2.86 -1.12  O39 0.952
39 O 1.51 3.20 -0.59  H37 0.960, H38 0.952
40 H 0.81 -2.91 -0.06  O42 0.977
41 H -0.71 -2.90 -0.19  O42 0.948
42 O 0.08 -3.20 -0.64  H40 0.977, H41 0.948
43 H 1.85 2.29 2.81  O45 0.990
44 H 2.45 2.60 1.38  O45 0.984
45 O 2.63 2.14 2.23  H43 0.990, H44 0.984
46 H -0.06 -2.53 -2.29  O48 0.902
47 H -1.21 -1.88 -2.91  O48 0.987
48 O -0.28 -2.16 -3.08  H46 0.902, H47 0.987
49 H 0.26 -0.61 -3.45  O51 1.020
50 H 1.65 0.14 -3.39  O51 0.913
51 O 0.77 0.25 -3.63  H49 1.020, H50 0.913
52 H -2.85 -0.46 0.22  O54 0.961
53 H -2.14 -1.67 0.88  O54 0.974
54 O -2.85 -1.42 0.27  H52 0.961, H53 0.974

Output
- LUMO level (eV) = 0.2
- gap between HOMO and LUMO (Eh) = 0.301
- E_HOMO (eV) = -8.0

--- 2 ---
Here is a cluster of 14 separate species, C5H35NO13 in total from the Open Molecules 2025 dataset. Energies are from wB97M-V/def2-TZVPD.

Bonds (Å) are listed after each position.
Positions of all 54 atoms, in Å:
1 C 0.51 -0.12 0.85  C2 1.525, H7 1.086, H8 1.095, H9 1.088
2 C 0.35 -1.61 1.13  C1 1.525, C3 1.491, H10 1.089, H11 1.092
3 C 0.86 -2.50 0.06  C2 1.491, C4 1.336, N6 1.417
4 C 0.05 -3.21 -0.73  C3 1.336, H12 1.083, H13 1.086
5 C 3.24 -2.72 -0.11  N6 1.253, H14 1.076, H15 1.091
6 N 2.15 -2.19 -0.44  C3 1.417, C5 1.253
7 H -0.44 0.40 0.84  C1 1.086
8 H 1.19 0.41 1.53  C1 1.095
9 H 0.99 0.19 -0.07  C1 1.088
10 H -0.68 -1.88 1.36  C2 1.089
11 H 0.82 -1.76 2.11  C2 1.092
12 H -1.02 -3.19 -0.57  C4 1.083
13 H 0.41 -4.01 -1.37  C4 1.086
14 H 4.06 -2.39 -0.72  C5 1.076
15 H 3.39 -3.43 0.71  C5 1.091
16 H 0.45 -1.92 -2.77  O18 0.958
17 H -0.45 -3.09 -3.11  O18 0.971
18 O -0.26 -2.17 -3.37  H16 0.958, H17 0.971
19 H -0.32 0.88 3.33  O21 0.958
20 H 0.99 1.02 4.22  O21 0.972
21 O 0.13 0.59 4.13  H19 0.958, H20 0.972
22 H 1.84 4.23 0.61  O24 0.961
23 H 0.53 3.78 1.37  O24 0.975
24 O 1.49 3.91 1.44  H22 0.961, H23 0.975
25 H 0.44 2.06 -1.58  O27 0.970
26 H 0.90 2.29 -0.08  O27 0.967
27 O 1.20 2.19 -0.99  H25 0.970, H26 0.967
28 H -3.15 -2.87 1.71  O30 0.955
29 H -2.21 -3.92 2.43  O30 0.959
30 O -2.84 -3.77 1.72  H28 0.955, H29 0.959
31 H -0.82 -0.21 -4.24  O33 0.980
32 H 0.49 0.47 -4.32  O33 0.981
33 O -0.46 0.69 -4.40  H31 0.980, H32 0.981
34 H -3.67 1.68 -0.61  O36 0.960
35 H -2.57 2.21 -1.38  O36 0.972
36 O -2.97 2.32 -0.50  H34 0.960, H35 0.972
37 H -2.52 -1.39 3.87  O39 0.960
38 H -1.00 -1.34 4.15  O39 0.969
39 O -1.68 -1.78 3.61  H37 0.960, H38 0.969
40 H -1.82 0.07 -2.20  O42 0.949
41 H -1.89 -0.44 -0.77  O42 0.964
42 O -2.43 -0.20 -1.53  H40 0.949, H41 0.964
43 H 2.11 2.94 3.12  O45 0.966
44 H 3.01 1.85 2.66  O45 0.960
45 O 2.39 2.05 3.36  H43 0.966, H44 0.960
46 H -1.06 1.49 -3.20  O48 1.038
47 H -0.94 3.00 -3.00  O48 0.965
48 O -1.30 2.24 -2.52  H46 1.038, H47 0.965
49 H -1.47 2.80 0.37  O51 0.976
50 H -1.40 3.59 1.74  O51 0.963
51 O -0.96 2.93 1.20  H49 0.976, H50 0.963
52 H 2.41 0.68 -2.98  O54 0.969
53 H 1.89 -0.72 -2.65  O54 0.974
54 O 2.05 -0.11 -3.40  H52 0.969, H53 0.974

Output
- LUMO level (eV) = 0.2
- gap between HOMO and LUMO (Eh) = 0.340
- E_HOMO (eV) = -9.0

Result of the stability comparison: 1 is the most stable of them.